(1)
156
Properties=species:S:1:pos:R:3 method="wB97M-V/def2-TZVPD" homo_ev=-8.325 gap_ha=0.287 total_energy_ha=-3937.792122 lumo_energy_ev=-0.51 total_charge=0
C -2.630 4.790 3.404
C -3.411 3.496 3.582
C -4.067 3.061 2.271
C -5.203 2.059 2.446
C -4.794 0.580 2.495
C -3.403 0.294 3.065
C -3.087 -1.206 2.969
C -1.697 -1.353 2.312
C -1.782 -1.090 0.811
C -0.372 -0.767 0.248
C 0.301 -1.868 -0.591
P 0.304 -1.655 -2.435
S 2.686 -1.860 -2.424
C -1.629 -1.580 -2.550
C -2.330 -0.239 -2.406
C -3.852 -0.395 -2.307
O -4.421 0.766 -1.682
C 0.568 -0.103 -3.384
C 0.683 1.222 -2.622
C 1.839 1.298 -1.634
N 1.624 2.442 -0.717
C 2.169 2.218 0.616
C 3.581 1.663 0.642
C 3.779 0.341 1.077
C 5.049 -0.239 1.022
C 6.110 0.510 0.533
C 5.945 1.835 0.124
C 4.679 2.400 0.186
O 4.493 3.727 -0.240
B 0.289 -3.298 -3.487
C -0.574 -4.532 -3.028
O 1.033 -3.381 -4.626
H -3.235 5.485 2.833
H -1.727 4.549 2.850
H -2.360 5.187 4.370
H -2.717 2.745 3.931
H -4.185 3.567 4.345
H -4.443 3.960 1.789
H -3.303 2.671 1.609
H -5.853 2.173 1.580
H -5.778 2.339 3.323
H -4.840 0.122 1.506
H -5.499 0.037 3.114
H -2.678 0.812 2.447
H -3.310 0.642 4.086
H -3.807 -1.696 2.322
H -3.044 -1.696 3.935
H -1.074 -0.567 2.730
H -1.237 -2.320 2.500
H -2.441 -0.249 0.620
H -2.150 -2.000 0.347
H -0.355 0.200 -0.242
H 0.257 -0.652 1.125
H 1.331 -1.960 -0.287
H -0.186 -2.817 -0.378
H 2.952 -3.164 -2.248
H -1.904 -1.988 -3.526
H -2.032 -2.269 -1.812
H -2.163 0.414 -3.256
H -2.032 0.309 -1.519
H -4.100 -1.257 -1.691
H -4.302 -0.435 -3.290
H -4.013 0.856 -0.816
H -0.189 0.004 -4.152
H 1.504 -0.237 -3.915
H 0.846 1.984 -3.383
H -0.219 1.522 -2.100
H 2.788 1.420 -2.141
H 1.835 0.409 -1.014
H 2.022 3.279 -1.118
H 2.132 3.153 1.172
H 1.515 1.532 1.141
H 2.934 -0.228 1.429
H 5.161 -1.266 1.315
H 7.076 0.040 0.463
H 6.765 2.414 -0.269
H 4.295 4.238 0.551
H -0.694 -4.532 -1.946
H -1.576 -4.462 -3.436
H -0.120 -5.483 -3.287
H 1.198 -4.316 -4.787
O 6.237 5.639 -1.625
H 5.827 4.843 -1.257
H 7.125 5.651 -1.258
O -0.885 -7.826 -3.658
H -0.997 -7.428 -4.527
H -1.641 -8.417 -3.586
O 3.075 -2.676 -6.811
H 2.490 -1.960 -7.074
H 2.671 -3.021 -6.007
O -7.901 0.622 3.033
H -8.040 0.906 2.125
H -8.685 0.095 3.229
O 6.644 -2.496 -0.400
H 7.311 -2.084 -0.965
H 5.960 -2.790 -1.014
O -5.182 -2.771 0.269
H -5.806 -2.084 0.009
H -5.036 -3.282 -0.533
O -1.381 3.631 6.057
H -1.742 4.270 6.680
H -0.483 3.936 5.894
O 7.565 -5.272 -1.427
H 7.694 -4.458 -0.922
H 6.717 -5.609 -1.121
O -6.800 3.374 6.049
H -6.442 4.160 5.617
H -6.888 2.732 5.335
O 10.104 -5.078 -2.835
H 10.272 -4.263 -2.355
H 9.242 -5.382 -2.508
O 9.232 -0.520 1.103
H 9.212 -0.552 2.066
H 9.954 0.080 0.895
O -3.169 -6.489 -4.834
H -3.378 -6.108 -3.974
H -3.366 -5.788 -5.465
O -5.144 6.532 4.612
H -5.840 6.745 3.984
H -4.534 7.268 4.528
O -5.283 -8.254 -6.519
H -4.613 -7.784 -6.008
H -4.783 -8.734 -7.186
O -10.870 0.036 2.848
H -11.482 0.689 2.495
H -11.180 -0.118 3.746
O -5.335 7.857 2.107
H -5.065 8.654 1.641
H -5.383 7.182 1.422
O 5.945 -0.689 -3.144
H 5.855 -0.301 -4.020
H 5.139 -1.209 -3.040
O 6.761 -2.331 3.381
H 6.677 -1.968 2.492
H 5.938 -2.807 3.523
O 4.413 2.949 -3.204
H 4.313 3.357 -2.335
H 4.453 3.694 -3.812
O 8.366 0.378 -1.671
H 9.040 0.712 -2.270
H 7.643 0.090 -2.251
O 6.897 -7.725 0.370
H 7.631 -7.323 0.844
H 7.320 -8.293 -0.282
O -8.621 5.655 7.220
H -7.920 6.199 7.598
H -8.157 5.042 6.638
O -3.251 3.385 -0.763
H -2.668 3.772 -1.423
H -3.925 2.929 -1.282
O 10.240 -6.064 -5.502
H 10.129 -5.609 -4.650
H 10.139 -5.376 -6.164
O -7.131 8.428 7.334
H -7.783 9.124 7.212
H -6.365 8.713 6.828


(2)
9
Properties=species:S:1:pos:R:3 method="wB97M-V/def2-TZVPD" homo_ev="-9.214 / -7.196" de_lowest_kcal_mol=58.7 gap_ha="0.318 / 0.206" total_energy_ha=-620.491498 lumo_energy_ev="-0.56 / -1.60" total_charge=0
C -1.752 -0.542 0.222
Si 1.851 -0.204 0.147
Si -0.445 0.567 -0.090
H -2.212 -0.310 1.164
H -2.121 -1.414 -0.324
H 3.182 0.288 -0.047
H 2.218 -1.400 -0.661
H -0.210 1.149 -1.365
H -0.512 1.866 0.955


(3)
19
Properties=species:S:1:pos:R:3 method="wB97M-V/def2-TZVPD" homo_ev=-13.814 de_lowest_kcal_mol=55.8 gap_ha=0.404 total_energy_ha=-455.864925 lumo_energy_ev=-2.81 total_charge=+1
C -0.749 0.053 -0.294
C -0.736 1.059 -1.280
N -1.295 2.248 -0.639
C -1.590 1.964 0.643
N -1.177 0.687 0.895
H -0.083 -0.840 -0.439
H -0.278 0.897 -2.343
H -1.431 3.177 -1.088
H -2.099 2.731 1.309
H -1.251 0.222 1.926
H -0.994 0.566 4.799
H -2.264 0.823 4.215
O -1.389 0.485 3.932
H 4.022 -3.534 -0.787
H 5.102 -2.538 -1.412
O 4.069 -2.750 -1.210
H 0.328 -2.481 -2.994
H 1.394 -1.213 -2.649
O 0.421 -1.556 -2.585